A structure of composition C29H52GaP2Si at a distorted geometry. Source: the Open Molecules 2025 dataset; level of theory: ωB97M-V/def2-TZVPD.

Summary:
* charge: +1
* electronic energy: -4032.7012 a.u.
* gap between HOMO and LUMO (alpha / beta): 5.89 / 5.41 eV
* HOMO level (alpha / beta): -8.9 / -8.7 eV

Last column: Löwdin charge in e.
Positions of all 85 atoms, in Å:
Ga: 0.135 -0.779 -3.432  0.613
C: -0.106 -3.416 2.498  -0.216
C: 1.271 -3.709 2.280  -0.173
C: 1.149 -1.748 3.471  -0.196
C: -0.178 -2.220 3.272  -0.174
C: 2.038 -2.649 2.831  -0.199
C: -1.254 -4.262 2.110  -0.064
H: -1.022 -4.815 1.190  0.069
H: -2.139 -3.636 1.932  0.064
H: -1.520 -5.001 2.888  0.092
C: -1.405 -1.532 3.713  -0.028
H: -2.274 -2.201 3.669  0.083
H: -1.601 -0.641 3.087  0.047
H: -1.303 -1.181 4.752  0.082
C: 1.495 -0.491 4.160  -0.039
H: 0.925 -0.388 5.093  0.078
H: 1.249 0.383 3.535  0.058
H: 2.562 -0.459 4.407  0.082
C: 3.516 -2.570 2.835  -0.044
H: 3.976 -3.124 3.666  0.094
H: 3.835 -1.529 2.918  0.071
H: 3.913 -2.987 1.907  0.071
C: 1.801 -4.869 1.546  -0.022
H: 2.109 -5.671 2.233  0.104
H: 2.688 -4.592 0.958  0.082
H: 1.047 -5.290 0.872  0.074
C: -0.815 0.095 -5.103  -0.216
C: -1.181 -1.247 -4.844  -0.284
C: -0.579 -2.446 -5.542  -0.201
C: 0.963 -2.293 -5.693  -0.167
C: 1.594 -1.541 -4.520  -0.243
C: 1.852 -0.153 -4.353  -0.234
C: 1.550 0.905 -5.381  -0.201
C: 0.216 0.633 -6.061  -0.187
H: -1.039 -2.705 -6.498  0.115
H: 1.193 -1.961 -6.722  0.116
H: -0.823 -3.309 -4.887  0.118
H: 0.382 0.000 -6.938  0.110
H: -1.520 0.835 -4.776  0.091
H: -2.098 -1.474 -4.322  0.096
H: -0.180 1.550 -6.499  0.116
H: 1.522 1.892 -4.922  0.108
H: 2.580 0.152 -3.604  0.087
H: 2.354 0.991 -6.112  0.115
H: 1.291 -3.348 -5.631  0.117
H: 2.029 -2.233 -3.789  0.106
P: -1.900 1.020 -0.534  0.863
P: 1.665 1.756 -0.105  0.864
C: -0.931 2.180 -1.569  -0.316
C: 0.375 2.797 -1.006  -0.385
H: -1.599 3.041 -1.697  0.089
H: -0.829 1.758 -2.579  0.047
H: 0.939 3.282 -1.821  0.065
H: 0.106 3.604 -0.309  0.068
C: 1.994 2.741 1.399  -0.302
H: 2.999 2.463 1.737  0.048
H: 1.249 2.471 2.160  -0.014
H: 1.938 3.810 1.162  0.050
C: 3.013 2.283 -1.240  -0.292
H: 2.769 3.234 -1.734  0.038
H: 3.159 1.527 -2.019  0.015
H: 3.928 2.401 -0.659  0.040
C: -3.590 1.686 -0.650  -0.157
H: -4.258 0.857 -0.361  0.070
H: -3.781 2.000 -1.695  0.080
H: -3.643 2.526 0.063  0.057
C: -2.130 -0.728 -0.834  -0.203
H: -2.397 -1.142 0.149  0.070
H: -1.175 -1.178 -1.152  -0.005
H: -2.950 -0.887 -1.535  0.065
C: -0.816 2.100 5.035  -0.174
Si: -1.612 2.662 3.451  0.457
C: -3.466 2.521 3.430  -0.156
C: -0.968 4.319 2.858  -0.163
C: -0.974 1.465 2.159  -0.100
C: -1.252 1.019 1.047  -0.226
H: -1.105 2.820 5.812  0.043
H: 0.279 2.077 4.954  0.037
H: -1.148 1.095 5.332  0.029
H: -3.849 3.257 4.145  0.047
H: -3.905 2.713 2.445  0.022
H: -3.798 1.518 3.727  0.047
H: 0.120 4.394 2.986  0.033
H: -1.189 4.487 1.793  0.033
H: -1.466 5.086 3.463  0.043

***

A structure of composition C29H53BN7SbSi3Ti. Source: the Open Molecules 2025 dataset; level of theory: ωB97M-V/def2-TZVPD.

Summary:
* charge: +2
* electronic energy: -3502.8523 a.u.
* gap between HOMO and LUMO: 5.98 eV
* HOMO level: -13.1 eV

Last column: Löwdin charge in e.
Positions of all 95 atoms, in Å:
Ti: 0.209 -0.918 0.551  1.093
C: 3.827 -1.868 -1.974  -0.006
C: 2.466 -1.626 -1.898  -0.159
N: 2.049 -1.573 -0.621  -0.026
N: 3.168 -1.770 0.132  -0.019
C: 4.232 -1.950 -0.655  -0.024
B: 3.137 -1.614 1.660  -0.488
N: 2.072 -2.563 2.224  -0.002
C: 2.219 -3.559 3.088  -0.001
C: 0.978 -4.139 3.325  0.016
C: 0.105 -3.417 2.549  -0.128
N: 0.758 -2.447 1.870  -0.043
N: 2.688 -0.160 1.966  0.004
C: 3.395 0.814 2.530  -0.005
C: 2.749 2.028 2.327  0.004
C: 1.630 1.703 1.596  -0.144
N: 1.572 0.373 1.383  -0.054
H: 4.433 -1.968 -2.859  0.118
H: 1.783 -1.473 -2.712  0.070
H: 5.208 -2.118 -0.226  0.142
H: 4.205 -1.831 2.145  0.137
H: 3.195 -3.800 3.479  0.148
H: 0.751 -4.969 3.972  0.125
H: -0.954 -3.547 2.455  0.068
H: 4.327 0.590 3.026  0.148
H: 3.063 3.005 2.652  0.125
H: 0.876 2.355 1.200  0.082
C: -0.503 -0.755 4.317  -0.158
Si: -1.674 0.177 3.215  0.431
C: -1.265 1.990 3.411  -0.162
C: -3.410 0.060 3.878  -0.153
C: -1.612 -0.434 1.356  -0.506
Si: -2.653 -2.068 1.077  0.458
C: -3.213 -2.867 2.667  -0.175
C: -1.688 -3.377 0.082  -0.175
C: -4.194 -1.922 0.046  -0.158
Si: -2.336 0.894 0.191  0.484
C: -1.621 2.606 0.170  -0.164
C: -4.177 1.188 0.170  -0.140
C: -1.826 0.019 -1.423  -0.314
C: -2.423 0.208 -2.658  -0.044
C: -2.083 -0.600 -3.732  0.004
C: -1.167 -1.625 -3.537  -0.007
C: -0.585 -1.764 -2.297  -0.158
N: -0.868 -0.939 -1.274  -0.101
H: -0.591 -0.322 5.318  0.058
H: 0.539 -0.641 4.003  0.029
H: -0.719 -1.820 4.406  0.022
H: -0.894 2.121 4.433  0.057
H: -2.170 2.597 3.320  0.050
H: -0.520 2.400 2.745  -0.005
H: -3.457 0.734 4.739  0.058
H: -3.702 -0.928 4.221  0.022
H: -4.156 0.412 3.160  0.035
H: -2.559 -2.757 3.531  0.024
H: -3.346 -3.936 2.471  0.061
H: -4.191 -2.469 2.940  0.047
H: -1.894 -4.350 0.538  0.063
H: -0.602 -3.337 -0.020  0.010
H: -2.104 -3.393 -0.926  0.046
H: -5.004 -1.396 0.550  0.046
H: -4.520 -2.956 -0.108  0.065
H: -4.044 -1.481 -0.939  0.031
H: -1.920 3.172 1.052  0.045
H: -2.069 3.102 -0.698  0.043
H: -0.544 2.668 0.047  -0.027
H: -4.351 2.264 0.102  0.054
H: -4.675 0.834 1.073  0.030
H: -4.666 0.708 -0.676  0.040
H: -3.176 0.978 -2.770  0.125
H: -2.550 -0.459 -4.699  0.132
H: -0.910 -2.316 -4.328  0.132
H: 0.115 -2.561 -2.103  0.111
C: -0.848 3.573 -3.368  -0.177
C: 0.512 3.646 -2.678  -0.423
Sb: 1.334 1.739 -2.117  1.435
C: 1.593 1.040 -4.145  -0.424
C: 2.807 1.566 -4.906  -0.167
C: 3.280 2.433 -1.493  -0.422
C: 3.966 3.542 -2.292  -0.163
H: -1.196 4.570 -3.641  0.082
H: -1.613 3.126 -2.729  0.030
H: -0.807 2.988 -4.289  0.059
H: 0.468 4.262 -1.777  0.054
H: 1.251 4.099 -3.340  0.048
H: 0.664 1.346 -4.632  0.036
H: 1.588 -0.050 -4.137  0.015
H: 2.791 2.653 -4.993  0.068
H: 2.824 1.159 -5.919  0.079
H: 3.743 1.281 -4.423  0.065
H: 3.911 1.543 -1.418  0.042
H: 3.103 2.768 -0.469  0.019
H: 4.312 3.199 -3.264  0.052
H: 4.840 3.903 -1.746  0.078
H: 3.315 4.401 -2.451  0.062